Record 1
Density functional theory data (wB97M-V/def2-TZVPD) for one molecule with the formula C13H11BN2O4S in a non-equilibrium geometry.

Last column: Löwdin charge in e.
Element x y z (Å)
C  -2.976  1.612  0.309  -0.103
C  -2.143  0.678  -0.782  -0.136
C  -2.809  -0.434  -1.785  -0.025
B  -4.449  -0.698  -1.755  -0.429
O  -5.472  0.372  -1.908  0.024
O  -4.866  -2.117  -1.509  0.017
C  -1.816  -1.300  -2.812  -0.002
C  -0.156  -1.094  -2.832  -0.012
C  0.529  0.010  -1.786  -0.142
C  -0.515  0.868  -0.817  -0.334
S  0.340  2.123  0.344  0.796
C  1.895  1.155  0.888  -0.366
C  2.461  1.225  2.427  -0.003
C  3.772  0.334  2.848  -0.147
O  4.218  0.419  4.271  -0.141
N  3.152  0.202  5.090  0.003
O  2.841  -0.982  4.860  0.018
C  4.493  -0.632  1.715  0.014
C  3.909  -0.657  0.153  -0.005
C  2.576  0.230  -0.328  -0.148
N  2.040  0.197  -1.745  -0.014
H  -2.697  1.157  1.376  0.104
H  -4.133  1.630  0.127  0.073
H  -2.579  2.733  0.238  0.086
H  -5.898  0.435  -0.983  0.122
H  -4.210  -2.442  -0.796  0.123
H  -2.342  -2.084  -3.542  0.106
H  0.550  -1.717  -3.565  0.089
H  1.872  1.940  3.174  0.114
H  5.414  -1.267  2.084  0.100
H  4.468  -1.372  -0.622  0.091
H  2.531  -0.527  -2.339  0.127

- Maximum force: 0.130 Eh/bohr
- Frontier orbital gap: 7.08 eV
- Net charge: 0
- SMILES: Cc1c(B(O)O)ccc2c1Sc1cc(ON=O)ccc1N2
- Molar mass: 302.12 g mol⁻¹


Record 2
Density functional theory data (wB97M-V/def2-TZVPD) for C3H3OPS as an isolated structure in a non-equilibrium geometry.

Last column: Löwdin charge in e.
Element x y z (Å)
C  0.485  -0.620  -0.129  -0.154
C  1.301  0.416  -0.346  -0.245
C  -0.903  -0.175  0.130  -0.969
O  0.866  1.655  -0.034  -0.376
P  -0.767  1.674  0.219  1.043
S  -2.409  -1.282  -0.003  0.478
H  0.543  -1.661  -0.288  0.093
H  2.385  0.362  -0.702  0.151
H  -1.501  -0.370  1.153  -0.019

- Maximum force: 0.063 Eh/bohr
- Frontier orbital gap (alpha / beta): 6.89 / 6.78 eV
- Net charge: 0
- Energy above the lowest of the compared OMol25 structures with the same formula, charge and spin: 36.0 kcal/mol
- Molar mass: 118.10 g mol⁻¹


Record 3
Density functional theory data (wB97M-V/def2-TZVPD) for one molecule with the formula C7H10 in a non-equilibrium geometry.

Last column: Löwdin charge in e.
Element x y z (Å)
C  -1.379  0.853  -0.079  -0.192
C  -1.467  1.582  1.023  0.011
C  -1.666  -1.558  0.272  0.060
C  -0.916  -0.543  -0.160  -0.336
C  0.551  -0.686  -0.526  -0.078
C  1.460  0.229  -0.190  -0.154
C  2.922  0.057  -0.446  -0.102
H  -1.520  1.314  -1.057  0.111
H  -1.856  2.515  1.369  0.048
H  -1.342  0.907  1.911  0.082
H  -2.590  -1.163  0.700  0.065
H  -1.542  -2.622  0.330  0.059
H  0.716  -1.423  -1.309  0.110
H  1.085  1.071  0.394  0.097
H  3.179  -0.635  -1.230  0.069
H  3.437  1.022  -0.491  0.071
H  3.352  -0.343  0.480  0.077

- Maximum force: 0.074 Eh/bohr
- Frontier orbital gap: 9.87 eV
- Net charge: 0
- SMILES: C=CC(=C)/C=C/C
- Energy above the lowest of the compared OMol25 structures with the same formula, charge and spin: 58.8 kcal/mol
- Molar mass: 94.16 g mol⁻¹